Entry 1:
Here is a 2-piece molecular cluster, C4H9NO overall in a non-equilibrium geometry from the Open Molecules 2025 dataset. Energies are from ωB97M-V/def2-TZVPD.

Calculated values
LUMO level = 1.061 eV
Largest force on an atom = 2.03 eV/Å
Energy = -7829.309 eV
Charge = 0
ΔE to the lowest compared entry with this formula, charge and spin = 69.4 kcal per mole
SMILES = C=CN.CC=O
Gap between HOMO and LUMO = 10.1 eV
Spin multiplicity = 1

Last column: natural (NBO) charge in e.
Positions of all 15 atoms, in Å:
C -1.5600 -2.4723 -4.0947  -0.42
C -1.6903 -1.4015 -4.8700  -0.01
N -1.9169 -0.0600 -4.5184  -0.90
H -1.3997 -2.6616 -3.0411  0.20
H -1.1874 -3.3427 -4.6335  0.19
H -1.9360 -1.6363 -5.9086  0.17
H -2.7754 0.4128 -4.3018  0.39
H -1.4107 0.6413 -5.0521  0.37
C 2.4343 1.0743 5.0980  -0.72
C 1.4318 2.1703 5.2982  0.44
O 1.2836 2.7144 6.3486  -0.51
H 1.8882 0.1387 5.2160  0.24
H 2.9359 1.0874 4.1271  0.22
H 3.2607 1.1475 5.8048  0.23
H 0.6420 2.1876 4.5275  0.10

***

Entry 2:
Here is one molecule with the formula C3H5O3P in a non-equilibrium geometry from the Open Molecules 2025 dataset. Energies are from ωB97M-V/def2-TZVPD.

Calculated values
LUMO level = -0.269 eV
Largest force on an atom = 7.34 eV/Å
Energy = -18618.922 eV
Charge = 0
ΔE to the lowest compared entry with this formula, charge and spin = 121.2 kcal per mole
SMILES = O=C1[C@@H](P)C1(O)O
Gap between HOMO and LUMO = 9.5 eV
Spin multiplicity = 1

Last column: natural (NBO) charge in e.
Positions of all 12 atoms, in Å:
O -2.8164 -1.5961 0.0553  -0.45
C -1.8794 -0.8360 0.0853  0.52
C -0.5433 -0.6440 0.6250  -0.64
P 0.9059 -1.3337 -0.3666  0.40
C -1.3080 0.4380 -0.2031  0.43
O -1.6634 1.6703 0.1511  -0.65
O -0.6263 0.3549 -1.7182  -0.74
H -0.2717 -0.5456 1.7290  0.28
H 1.3011 -2.1938 0.5783  -0.06
H 1.7466 -0.4669 0.2100  -0.04
H -0.8441 2.3098 0.0770  0.50
H -1.1029 -0.2809 -2.1047  0.46

***

Entry 3:
Here is one molecule with the formula C2H7N5 in a non-equilibrium geometry from the Open Molecules 2025 dataset. Energies are from ωB97M-V/def2-TZVPD.

Calculated values
LUMO level = 0.702 eV
Largest force on an atom = 4.41 eV/Å
Energy = -9636.433 eV
Charge = 0
ΔE to the lowest compared entry with this formula, charge and spin = 37.0 kcal per mole
SMILES = [H]/N=C\NN/C(N)=N\[H]
Gap between HOMO and LUMO = 9.8 eV
Spin multiplicity = 1

Last column: natural (NBO) charge in e.
Positions of all 14 atoms, in Å:
H 0.2320 -1.2522 0.6838  0.33
N 1.2432 -1.5862 0.6640  -0.63
C 1.8072 -0.8108 -0.1916  0.24
N 1.0103 0.1684 -0.8706  -0.50
N -0.3330 0.0608 -0.8730  -0.47
C -1.0351 0.3729 0.2615  0.54
N -0.5189 1.1901 1.2123  -0.80
N -2.2203 -0.0381 0.5092  -0.76
H -2.5216 -0.6743 -0.1866  0.32
H 2.8261 -0.9597 -0.5302  0.19
H 1.2516 0.7415 -1.7240  0.40
H -0.6561 -0.7306 -1.4071  0.37
H 0.1788 1.8712 0.7868  0.38
H -1.2643 1.6469 1.6655  0.40

***

Entry 4:
Here is a 13-piece molecular cluster, C70H170N4O31 overall in a non-equilibrium geometry from the Open Molecules 2025 dataset. Energies are from ωB97M-V/def2-TZVPD.

Calculated values
LUMO level = 0.026 eV
Largest force on an atom = 3.77 eV/Å
Energy = -144752.813 eV
Charge = 0
ΔE to the lowest compared entry with this formula, charge and spin = 149.0 kcal per mole
Gap between HOMO and LUMO = 8.9 eV
Spin multiplicity = 1

Last column: Löwdin charge in e.
Positions of all 275 atoms, in Å:
C 10.7989 -6.0364 -4.1223  -0.16
O 11.3925 -4.8066 -4.2807  -0.17
C 11.0765 -3.8691 -3.1753  -0.13
C 9.6351 -3.3355 -3.2112  -0.23
O 8.7964 -4.4163 -3.1556  -0.17
C 7.5778 -4.1406 -3.8407  -0.16
C 6.5908 -5.3438 -3.8840  -0.17
O 6.2591 -6.0093 -2.6677  -0.17
C 7.1838 -6.9303 -2.2124  -0.14
H 10.9007 -6.3610 -3.0867  0.09
H 11.4382 -6.6191 -4.7855  0.09
H 9.7696 -6.2139 -4.4341  0.07
H 11.7225 -3.0107 -3.3595  0.12
H 11.4027 -4.3170 -2.2366  0.12
H 9.4843 -2.7103 -4.0913  0.13
H 9.4737 -2.6663 -2.3661  0.13
H 7.7822 -4.0358 -4.9063  0.13
H 7.0991 -3.2861 -3.3624  0.13
H 6.9333 -6.0729 -4.6184  0.12
H 5.6089 -4.9984 -4.2075  0.13
H 7.2285 -7.8624 -2.7756  0.08
H 6.8682 -7.3309 -1.2491  0.09
H 8.2244 -6.6113 -2.2700  0.08
C -2.6023 -2.2954 0.2575  -0.10
O -2.1898 -3.4496 -0.4975  -0.20
C -0.7984 -3.8156 -0.3456  -0.18
C 0.1775 -2.9555 -1.1316  -0.23
O 0.5206 -1.7934 -0.4669  -0.14
C 1.0966 -0.8029 -1.3599  -0.14
C 1.5862 0.3514 -0.4246  -0.19
O 2.3439 1.2684 -1.1651  -0.19
C 3.0103 2.1624 -0.3986  -0.15
H -3.6830 -2.1726 0.3298  0.08
H -2.2314 -1.4502 -0.3222  0.08
H -2.2743 -2.2329 1.2950  0.08
H -0.8337 -4.8755 -0.5974  0.12
H -0.6491 -4.0161 0.7153  0.12
H -0.2553 -2.7759 -2.1158  0.13
H 1.0162 -3.6173 -1.3478  0.12
H 0.3901 -0.3562 -2.0596  0.12
H 1.9036 -1.2226 -1.9605  0.13
H 2.2563 -0.2230 0.2151  0.12
H 0.7829 0.8604 0.1081  0.13
H 3.2250 2.9487 -1.1224  0.09
H 3.9235 1.7119 -0.0100  0.09
H 2.4092 2.5722 0.4131  0.09
C 0.0668 -11.1023 8.5998  -0.14
O -0.9142 -11.8604 7.9678  -0.18
C -0.4576 -13.0183 7.2139  -0.14
C 0.7701 -12.8100 6.2001  -0.18
O 0.5680 -11.7641 5.2320  -0.12
C 1.7182 -11.4664 4.4135  -0.19
C 1.3626 -10.5854 3.1697  -0.14
O 0.6167 -11.3274 2.1463  -0.20
C 1.2815 -12.4352 1.4932  -0.10
H 0.2985 -11.5701 9.5567  0.09
H -0.2443 -10.0810 8.8197  0.09
H 0.9342 -10.8695 7.9821  0.08
H -1.3243 -13.5119 6.7743  0.12
H -0.2123 -13.8233 7.9066  0.11
H 0.9218 -13.7850 5.7370  0.11
H 1.6959 -12.7566 6.7729  0.11
H 2.2847 -12.3502 4.1201  0.11
H 2.4740 -10.8831 4.9394  0.12
H 2.2447 -10.1346 2.7149  0.12
H 0.6755 -9.8166 3.5233  0.12
H 2.1832 -12.1361 0.9589  0.08
H 0.6168 -12.8592 0.7406  0.08
H 1.5671 -13.2278 2.1848  0.07
C 7.2620 7.2974 7.7772  -0.08
O 7.5337 7.3820 6.3727  -0.19
C 6.5276 6.7440 5.5445  -0.19
C 6.4309 5.2590 5.6971  -0.21
O 7.6642 4.8546 5.1141  -0.14
C 7.8740 3.4794 5.0555  -0.20
C 9.1729 3.1162 4.2798  -0.15
O 9.2621 3.6660 2.9501  -0.18
C 9.8879 4.8738 2.8411  -0.15
H 6.1964 7.5245 7.8097  0.08
H 7.8003 7.9969 8.4167  0.09
H 7.4035 6.2324 7.9611  0.08
H 6.7184 6.8510 4.4767  0.13
H 5.5487 7.1390 5.8163  0.12
H 5.5972 4.8674 5.1143  0.13
H 6.2333 4.9436 6.7216  0.12
H 7.0479 3.0274 4.5065  0.12
H 7.7962 3.0285 6.0448  0.12
H 9.2311 2.0299 4.2112  0.12
H 10.0104 3.4692 4.8815  0.12
H 10.9582 4.6953 2.7378  0.09
H 9.7048 5.5638 3.6648  0.09
H 9.4956 5.3544 1.9449  0.09
C 0.1645 9.7417 -0.0758  -0.07
O -0.6650 10.2214 1.0447  -0.21
C 0.0928 10.6162 2.1671  -0.19
C 0.6672 12.0982 2.0658  -0.17
O -0.2488 13.1813 1.9923  -0.15
C -1.1080 13.2173 0.8855  -0.18
C -1.8593 14.6020 0.9234  -0.15
O -2.9580 14.6199 1.8391  -0.18
C -2.5878 14.5219 3.1848  -0.13
H 0.7628 8.8665 0.1775  0.08
H 0.8315 10.5054 -0.4759  0.07
H -0.4603 9.5031 -0.9365  0.08
H 0.8281 9.8639 2.4525  0.12
H -0.6323 10.6435 2.9805  0.12
H 1.4018 12.1100 1.2606  0.11
H 1.2913 12.2086 2.9526  0.12
H -1.8179 12.3901 0.8890  0.12
H -0.4768 13.0812 0.0074  0.12
H -2.3747 14.6349 -0.0365  0.12
H -1.2194 15.4651 1.1069  0.12
H -2.1475 13.5873 3.5323  0.08
H -3.4845 14.7576 3.7579  0.09
H -1.9535 15.3432 3.5182  0.09
C -7.6434 -7.8983 1.8265  -0.09
O -7.1986 -9.2833 1.8155  -0.19
C -5.8184 -9.2869 1.5165  -0.19
C -5.3502 -10.8016 1.5642  -0.20
O -6.1682 -11.5788 0.7647  -0.14
C -5.7979 -12.9639 0.6850  -0.17
C -6.5149 -13.7775 -0.4129  -0.19
O -7.9325 -13.6315 -0.1683  -0.19
C -8.7351 -14.2828 -1.2101  -0.09
H -7.5348 -7.4596 0.8346  0.08
H -6.9863 -7.3397 2.4932  0.07
H -8.6156 -7.7319 2.2904  0.09
H -5.2185 -8.6162 2.1316  0.12
H -5.7938 -9.0221 0.4594  0.11
H -5.5021 -11.2381 2.5514  0.13
H -4.3152 -10.8489 1.2255  0.12
H -5.9659 -13.4819 1.6292  0.13
H -4.7444 -13.0561 0.4208  0.12
H -6.1649 -14.8034 -0.2979  0.12
H -6.3286 -13.3950 -1.4164  0.12
H -9.7552 -13.9615 -0.9998  0.08
H -8.8018 -15.3702 -1.1773  0.07
H -8.3835 -14.0734 -2.2203  0.08
C 3.5981 -3.4082 3.2040  -0.09
O 3.1382 -2.6780 4.3255  -0.18
C 2.2742 -3.4463 5.0700  -0.26
C 1.7180 -2.7031 6.2585  -0.20
O 0.7129 -1.7783 5.9239  -0.15
C 1.1173 -0.5672 5.1675  -0.12
C -0.0668 0.4762 5.3187  -0.16
O 0.2013 1.7472 4.6669  -0.19
C -0.9422 2.5979 4.5433  -0.12
H 2.7500 -3.6890 2.5795  0.09
H 4.0856 -4.3217 3.5446  0.08
H 4.3713 -2.8328 2.6950  0.09
H 2.8672 -4.2276 5.5453  0.12
H 1.4946 -3.9160 4.4703  0.13
H 2.5093 -2.1548 6.7698  0.13
H 1.3711 -3.4846 6.9345  0.13
H 1.2576 -0.7930 4.1104  0.12
H 2.0183 -0.1304 5.5983  0.12
H -0.3028 0.6038 6.3751  0.12
H -0.9053 0.0174 4.7947  0.11
H -1.3823 2.9028 5.4927  0.08
H -1.7658 2.1682 3.9731  0.08
H -0.7756 3.5101 3.9705  0.08
C 5.8685 11.1493 0.2559  -0.07
O 5.3718 12.3661 -0.3524  -0.22
C 6.2854 13.0940 -1.1122  -0.21
C 6.7735 14.3728 -0.3554  -0.18
O 5.8525 15.4202 -0.3458  -0.15
C 4.6065 15.2550 0.3557  -0.14
C 3.9740 16.6723 0.4072  -0.17
O 3.4466 16.8396 1.6988  -0.19
C 3.2513 18.1803 2.0066  -0.14
H 6.5605 11.4729 1.0334  0.09
H 6.3673 10.4892 -0.4537  0.08
H 5.0797 10.5376 0.6938  0.08
H 5.9605 13.2254 -2.1443  0.13
H 7.1802 12.4716 -1.1193  0.11
H 7.7273 14.6423 -0.8089  0.13
H 6.8607 14.0399 0.6789  0.12
H 4.7231 14.7633 1.3215  0.13
H 3.9669 14.5963 -0.2317  0.11
H 3.1210 16.7901 -0.2612  0.13
H 4.7741 17.4074 0.3210  0.12
H 4.1902 18.7301 1.9415  0.08
H 3.0146 18.3010 3.0637  0.09
H 2.5452 18.7774 1.4296  0.09
C -14.3743 0.2061 1.3658  -0.14
O -13.0513 0.4122 1.7417  -0.18
C -12.0712 -0.4775 1.2362  -0.17
C -10.6398 -0.2154 1.8415  -0.21
O -10.6501 -0.9181 3.0257  -0.15
C -9.6457 -0.4637 3.9866  -0.13
C -9.6302 -1.5755 5.0528  -0.17
O -10.5776 -1.3667 6.1405  -0.18
C -10.2995 -2.1163 7.3187  -0.13
H -14.4472 0.2266 0.2785  0.08
H -15.1386 0.9189 1.6751  0.08
H -14.7796 -0.7402 1.7241  0.09
H -12.1879 -0.3439 0.1607  0.11
H -12.2866 -1.5334 1.4003  0.12
H -10.4293 0.8488 1.9482  0.13
H -9.9297 -0.6247 1.1229  0.12
H -9.9778 0.4984 4.3766  0.13
H -8.6694 -0.3783 3.5095  0.12
H -8.6190 -1.6171 5.4577  0.11
H -9.7752 -2.5760 4.6454  0.12
H -11.1764 -2.0335 7.9607  0.08
H -9.5016 -1.7405 7.9593  0.08
H -10.1974 -3.1898 7.1600  0.08
C 5.1560 6.3019 -7.7079  -0.08
C 5.2638 6.3459 -6.2009  -0.43
C 6.7219 6.1003 -5.7813  -0.26
O 7.3393 4.9322 -6.1925  -0.19
C 6.8823 3.6966 -5.5911  -0.07
N 4.8867 7.6930 -5.7403  0.03
H 4.1271 6.5110 -8.0008  0.07
H 5.3174 5.2871 -8.0716  0.07
H 5.8104 6.9452 -8.2961  0.09
H 4.7817 5.5148 -5.6862  0.13
H 6.7621 6.1727 -4.6944  0.12
H 7.4068 6.8684 -6.1406  0.13
H 5.8657 3.5072 -5.9355  0.07
H 6.7358 3.7989 -4.5158  0.08
H 7.5809 2.8919 -5.8201  0.09
H 3.8970 7.8494 -5.8677  0.07
H 5.4317 8.3858 -6.2334  0.07
C -8.9423 1.8445 -4.7465  -0.08
C -7.7500 2.3065 -5.5439  -0.44
C -6.4720 1.6516 -5.0049  -0.26
O -6.1262 2.1375 -3.7609  -0.15
C -4.7523 1.8914 -3.5896  -0.12
N -7.9731 1.8147 -6.8654  0.03
H -9.9133 1.9935 -5.2188  0.08
H -8.9598 2.5075 -3.8815  0.08
H -8.9730 0.8255 -4.3609  0.09
H -7.7104 3.3945 -5.5958  0.14
H -5.7101 1.7071 -5.7825  0.12
H -6.6630 0.5800 -4.9468  0.13
H -4.2290 2.7119 -4.0807  0.09
H -4.2810 0.9385 -3.8301  0.09
H -4.7165 1.9769 -2.5036  0.09
H -7.2814 1.1291 -7.1330  0.07
H -8.8993 1.4124 -6.8866  0.06
C 0.8496 -1.8992 -7.9730  -0.09
C 0.9197 -0.4569 -7.8200  -0.45
C 1.8934 0.2017 -8.7787  -0.19
O 3.1673 -0.4795 -8.5561  -0.20
C 4.2545 -0.0653 -9.3682  -0.11
N -0.4076 0.1835 -8.1003  0.04
H 0.3740 -2.2361 -8.8941  0.09
H 0.2252 -2.3290 -7.1898  0.08
H 1.7867 -2.4366 -7.8273  0.08
H 1.3212 -0.2263 -6.8332  0.14
H 1.9412 1.2888 -8.7164  0.12
H 1.5566 0.0182 -9.7990  0.12
H 4.5663 0.9774 -9.3085  0.08
H 3.9514 -0.3118 -10.3858  0.08
H 5.1714 -0.5977 -9.1153  0.08
H -0.7578 0.0346 -9.0359  0.06
H -0.1946 1.1686 -8.1658  0.05
C -9.8576 -9.0546 -4.2438  -0.06
C -8.4565 -9.4298 -3.5331  -0.39
C -7.5086 -8.1590 -3.4365  -0.18
O -7.5092 -7.3853 -4.6557  -0.20
C -6.9383 -6.0999 -4.4302  -0.11
N -8.9280 -9.8285 -2.2660  0.01
H -10.4948 -9.9078 -4.4764  0.06
H -9.7612 -8.5754 -5.2180  0.05
H -10.4297 -8.3235 -3.6728  0.07
H -7.9218 -10.2621 -3.9908  0.13
H -6.5509 -8.6172 -3.1898  0.11
H -7.8022 -7.5379 -2.5903  0.11
H -5.8739 -6.2696 -4.2674  0.08
H -7.3810 -5.5832 -3.5786  0.08
H -7.0144 -5.5477 -5.3669  0.09
H -8.9749 -10.8373 -2.2544  0.07
H -8.2530 -9.6629 -1.5331  0.07

***

Entry 5:
Here is a 2-piece molecular cluster, CH4N2P2 overall in a non-equilibrium geometry from the Open Molecules 2025 dataset. Energies are from ωB97M-V/def2-TZVPD.

Calculated values
LUMO level (alpha / beta) = -0.775 / -0.655 eV
Largest force on an atom = 2.20 eV/Å
Energy = -22653.666 eV
Charge = 0
ΔE to the lowest compared entry with this formula, charge and spin = 111.7 kcal per mole
Gap between HOMO and LUMO (alpha / beta) = 7.2 / 8.4 eV
Spin multiplicity = 1

Last column: natural (NBO) charge in e.
Positions of all 9 atoms, in Å:
C 0.0418 0.4156 -0.0288  -0.24
N -0.8319 -0.5462 -0.3714  -0.82
N 1.0037 0.2419 1.0617  -0.87
P -1.7327 0.9893 -0.2251  0.58
P 1.6967 0.9765 -0.3124  0.80
H -0.8210 -1.0059 -1.2238  0.39
H 1.2797 -0.6235 1.4815  0.41
H -2.2584 0.8519 1.1261  -0.05
H 1.6221 -1.2995 -1.5078  -0.20